Arrangement i

{
  "formula": "C5H12NO",
  "method": "ωB97M-V with the def2-TZVPD basis set",
  "elements": ["C", "C", "N", "C", "C", "C", "O", "H", "H", "H", "H", "H", "H", "H", "H", "H", "H", "H", "H"],
  "coordinates": [[-0.25086, -1.01598, -2.56501], [-0.54565, -0.62273, -1.07402], [0.69843, -0.12360, -0.45416], [0.69661, 0.11429, 1.05151], [-0.39856, -0.45475, 1.97949], [0.55051, 1.78330, 1.16396], [0.31679, 2.34599, -0.03678], [0.80409, -1.11721, -2.74572], [-0.64430, -0.28882, -3.18285], [-0.85692, -1.99974, -2.78356], [-0.95099, -1.55334, -0.53315], [-1.36875, 0.07160, -1.10929], [0.98384, 0.69465, -0.98854], [1.71398, 0.01124, 1.43709], [-0.40957, -0.19097, 3.03852], [-1.36935, -0.20977, 1.61777], [-0.48096, -1.61511, 1.84540], [-0.17031, 2.19832, 1.84809], [1.68199, 1.97264, 1.49126]],
  "nbo_charge": [-0.61, -0.20, -0.67, -0.10, -0.62, -0.02, -0.96, 0.21, 0.19, 0.17, 0.16, 0.16, 0.41, 0.16, 0.21, 0.20, 0.17, 0.11, 0.03],
  "smiles": "CCN[C@H](C)C[O-]",
  "homo_lumo_gap_ev": 6.35,
  "total_charge": -1,
  "homo_ev": -2.2,
  "lumo_energy_ev": 4.14
}

=====

Arrangement ii

{
  "formula": "C5H12NO",
  "method": "ωB97M-V with the def2-TZVPD basis set",
  "elements": ["C", "C", "C", "C", "N", "C", "O", "H", "H", "H", "H", "H", "H", "H", "H", "H", "H", "H", "H"],
  "coordinates": [[-1.67704, 1.61008, 1.39888], [-1.03992, 1.11013, 0.13617], [0.16545, 0.18813, 0.29505], [0.32644, -1.10598, -0.62379], [0.42118, -0.80351, -2.07268], [1.78282, -1.59074, -0.09758], [2.76019, -0.63320, -0.22231], [-2.13290, 0.67495, 1.88504], [-2.55610, 2.22955, 1.28664], [-0.87089, 2.21320, 2.05740], [-1.94710, 0.56188, -0.37754], [-0.83020, 1.92982, -0.57683], [1.25149, 0.64261, 0.34839], [0.03263, -0.25113, 1.36529], [-0.56310, -1.75101, -0.64220], [-0.06065, 0.07912, -2.16270], [1.41966, -0.56299, -2.27646], [1.56182, -2.01094, 0.99387], [1.95622, -2.52997, -0.71466]],
  "nbo_charge": [-0.59, -0.41, -0.48, -0.08, -0.87, -0.02, -0.95, 0.20, 0.19, 0.19, 0.17, 0.18, 0.29, 0.18, 0.16, 0.33, 0.37, 0.07, 0.09],
  "smiles": "CCC[C@@H](N)C[O-]",
  "homo_lumo_gap_ev": 6.42,
  "total_charge": -1,
  "homo_ev": -2.7,
  "lumo_energy_ev": 3.76
}

=====

Which one sits at the top of the stability order? arrangement ii does.

=====

Arrangement i

{
  "formula": "C5H12NO",
  "method": "ωB97M-V with the def2-TZVPD basis set",
  "elements": ["C", "C", "N", "C", "C", "C", "O", "H", "H", "H", "H", "H", "H", "H", "H", "H", "H", "H", "H"],
  "coordinates": [[2.09740, 0.13072, 1.64991], [0.64196, 0.33472, 1.30130], [-0.19456, -0.34358, 2.34060], [0.33585, -0.15731, -0.11047], [-1.09218, 0.05762, -0.58837], [-1.25108, -0.30788, -2.08372], [-0.38287, 0.35128, -2.87534], [2.75951, 0.59687, 0.91999], [2.34181, 0.52311, 2.63648], [2.34651, -0.93000, 1.62706], [0.41124, 1.40506, 1.30523], [-0.79491, 0.35460, 2.77456], [-0.85316, -0.93333, 1.83838], [0.96265, 0.38762, -0.81799], [0.61834, -1.21769, -0.22957], [-1.34865, 1.11629, -0.46813], [-1.83456, -0.49906, 0.02322], [-1.15006, -1.41504, -2.14269], [-2.32025, -0.04730, -2.32010]],
  "nbo_charge": [-0.60, -0.05, -0.86, -0.43, -0.42, -0.01, -0.96, 0.20, 0.19, 0.20, 0.16, 0.34, 0.36, 0.25, 0.18, 0.17, 0.15, 0.06, 0.07],
  "smiles": "C[C@H](N)CCC[O-]",
  "homo_lumo_gap_ev": 6.22,
  "total_charge": -1,
  "homo_ev": -2.3,
  "lumo_energy_ev": 3.95
}

=====

Arrangement ii

{
  "formula": "C5H12NO",
  "method": "ωB97M-V with the def2-TZVPD basis set",
  "elements": ["C", "C", "C", "O", "N", "C", "C", "H", "H", "H", "H", "H", "H", "H", "H", "H", "H", "H", "H"],
  "coordinates": [[-0.82540, 0.73448, 1.18143], [-0.05903, 0.79768, -0.18931], [1.31954, 1.51181, 0.07649], [1.81903, 1.26679, 1.34640], [0.18308, -0.51865, -0.78662], [0.77510, -1.49818, 0.16088], [-1.00867, -1.07188, -1.43506], [-1.22239, -0.24668, 1.50092], [-1.74159, 1.34391, 1.19412], [-0.11455, 1.10325, 1.93228], [-0.73880, 1.37554, -0.84529], [1.13345, 2.60418, -0.06126], [2.07644, 1.15720, -0.64981], [-0.07152, -1.62874, 0.83704], [0.99665, -2.45957, -0.29756], [1.53722, -0.99187, 0.77025], [-1.82466, -1.22182, -0.71065], [-0.85270, -2.00743, -1.96371], [-1.38117, -0.25001, -2.06054]],
  "nbo_charge": [-0.69, -0.08, -0.05, -0.98, -0.45, -0.45, -0.41, 0.18, 0.17, 0.28, 0.16, 0.09, 0.12, 0.15, 0.17, 0.27, 0.14, 0.18, 0.19],
  "smiles": "C[C@@H](C[O-])N(C)C",
  "homo_lumo_gap_ev": 6.26,
  "total_charge": -1,
  "homo_ev": -2.2,
  "lumo_energy_ev": 4.01
}

=====

Arrangement iii

{
  "formula": "C5H12NO",
  "method": "ωB97M-V with the def2-TZVPD basis set",
  "elements": ["C", "N", "C", "C", "C", "C", "O", "H", "H", "H", "H", "H", "H", "H", "H", "H", "H", "H", "H"],
  "coordinates": [[0.52758, -1.21939, 2.64242], [-0.34141, -1.03872, 1.42407], [-0.14302, 0.16463, 0.51799], [1.33465, 0.49171, 0.19930], [-1.10294, 0.12936, -0.66522], [-0.40702, 0.23212, -2.05160], [-0.21336, 1.48714, -2.45357], [1.55001, -0.82558, 2.59295], [0.03189, -0.75174, 3.51032], [0.30968, -2.28549, 2.67253], [-0.01087, -1.77384, 0.80160], [-0.32794, 1.01950, 1.17377], [1.17143, 1.51074, -0.15555], [1.90494, 0.54439, 1.13187], [1.86942, -0.04196, -0.59973], [-1.97855, 0.79531, -0.58169], [-1.56194, -0.87528, -0.75558], [-1.23017, -0.30813, -2.70022], [0.54883, -0.37293, -2.27481]],
  "nbo_charge": [-0.44, -0.62, -0.04, -0.65, -0.45, 0.00, -0.96, 0.17, 0.17, 0.20, 0.33, 0.16, 0.25, 0.17, 0.21, 0.21, 0.18, 0.03, 0.09],
  "smiles": "CN[C@@H](C)CC[O-]",
  "homo_lumo_gap_ev": 5.82,
  "total_charge": -1,
  "homo_ev": -2.1,
  "lumo_energy_ev": 3.74
}

=====

Which one sits at the top of the stability order? arrangement i does.

=====

Arrangement i

{
  "formula": "C5H4F2N2O",
  "method": "ωB97M-V with the def2-TZVPD basis set",
  "elements": ["C", "C", "C", "C", "C", "N", "N", "O", "F", "F", "H", "H", "H", "H"],
  "coordinates": [[1.77780, -0.99770, 0.02455], [0.76852, -0.18224, 0.06009], [3.00660, 1.73348, 0.05603], [2.65199, -2.04989, -0.12997], [-0.68652, -0.73328, -0.04219], [0.71308, 1.14503, 0.04780], [1.74806, 2.05703, -0.06186], [2.40597, -3.20753, -0.22439], [3.83284, 2.79411, -0.01228], [4.01612, -1.68226, 0.04396], [-1.23258, 0.20628, -0.40132], [-0.81413, -1.62345, -0.73824], [-1.13531, -0.89533, 0.94212], [1.43932, 2.89633, -0.42102]],
  "nbo_charge": [0.20, 0.10, 0.41, 0.71, -0.61, -0.35, -0.43, -0.49, -0.34, -0.34, 0.27, 0.24, 0.24, 0.40],
  "homo_lumo_gap_ev": 6.75,
  "total_charge": 0,
  "homo_ev": -9.2,
  "lumo_energy_ev": -2.40
}

=====

Arrangement ii

{
  "formula": "C5H4F2N2O",
  "method": "ωB97M-V with the def2-TZVPD basis set",
  "elements": ["N", "C", "C", "F", "C", "N", "C", "O", "C", "F", "H", "H", "H", "H"],
  "coordinates": [[0.24104, 0.11664, 2.32735], [0.17756, 0.08168, 1.01410], [1.02437, 0.90047, 0.22426], [1.68336, 1.79272, 0.92874], [0.92881, 1.06952, -1.11856], [0.11164, 0.26920, -1.87786], [-0.75843, -0.63986, -1.22043], [-1.53442, -1.33156, -1.78376], [-0.53822, -0.77411, 0.18448], [-1.27157, -1.65601, 0.84093], [-0.31767, -0.66131, 2.73848], [0.10728, 1.24154, 2.72200], [1.37539, 1.87314, -1.84675], [-0.06911, 0.44174, -2.92022]],
  "nbo_charge": [-0.79, 0.10, 0.27, -0.32, -0.04, -0.58, 0.55, -0.60, 0.21, -0.31, 0.41, 0.42, 0.23, 0.43],
  "smiles": "Nc1c(F)c[nH]c(=O)c1F",
  "homo_lumo_gap_ev": 8.53,
  "total_charge": 0,
  "homo_ev": -8.1,
  "lumo_energy_ev": 0.42
}

=====

Arrangement iii

{
  "formula": "C5H4F2N2O",
  "method": "ωB97M-V with the def2-TZVPD basis set",
  "elements": ["O", "C", "C", "F", "F", "N", "C", "C", "N", "C", "H", "H", "H", "H"],
  "coordinates": [[1.31305, 1.72642, -0.48051], [0.98738, 0.56907, -0.33823], [2.10918, -0.52799, -0.43472], [3.09337, -0.11070, 0.40231], [1.70987, -1.76812, -0.08015], [-0.35550, 0.26118, -0.04856], [-1.03779, -0.87017, 0.34242], [-2.30703, -0.46519, 0.53941], [-2.44076, 0.94720, 0.28952], [-1.27228, 1.35731, 0.05398], [2.69897, -0.70077, -1.42232], [-0.60580, -1.74623, 0.45320], [-3.07755, -1.01297, 0.96641], [-0.81511, 2.34096, -0.24277]],
  "nbo_charge": [-0.52, 0.64, 0.49, -0.32, -0.34, -0.43, -0.07, -0.08, -0.42, 0.21, 0.17, 0.22, 0.21, 0.24],
  "smiles": "O=C(C(F)F)n1ccnc1",
  "homo_lumo_gap_ev": 9.65,
  "total_charge": 0,
  "homo_ev": -9.7,
  "lumo_energy_ev": -0.07
}

=====

Which one sits at the top of the stability order? arrangement iii does.